104
Properties=species:S:1:pos:R:3:forces:R:3 method="wB97M-V/def2-TZVPD" largest_force_ev_per_a=1.09 total_charge=-1 energy_ha=-4248.9783 gap_ev=4.246
F -2.349908 -1.731038 -2.424627 0.92 0.56 0.18
C -1.248847 -0.953200 -2.510309 0.16 -0.55 -0.31
F -0.689428 -0.820331 -1.281604 -0.58 -0.24 -0.59
F -0.327798 -1.668921 -3.266127 -0.50 0.19 0.44
C -1.439901 0.392161 -3.191687 0.23 0.31 0.19
O -1.960156 1.390842 -2.388841 0.08 -0.11 0.20
C -3.350092 1.201482 -2.011643 -0.42 0.29 -0.19
C -4.349256 1.297808 -3.135958 0.18 0.02 0.07
As -5.984103 0.001882 -2.935563 0.18 -0.15 -0.39
H -1.973467 0.250513 -4.128824 -0.34 -0.25 -0.07
H -0.431467 0.703157 -3.449053 0.22 0.05 -0.06
H -3.458918 0.279026 -1.441526 0.14 -0.33 -0.06
H -3.550456 2.006547 -1.316804 0.16 0.16 0.27
H -4.747438 2.308689 -3.172460 -0.21 0.18 -0.06
H -3.915812 1.092600 -4.113575 0.05 -0.25 -0.12
H -5.303876 -0.952841 -4.052507 -0.03 -0.12 -0.08
H -6.676964 0.823366 -4.137781 -0.14 0.21 -0.09
H -6.566366 0.975202 -1.882265 0.12 -0.23 -0.13
H -5.230348 -0.865737 -1.821645 0.11 0.04 0.22
H -7.244953 -0.962821 -2.836593 -0.07 -0.08 -0.01
C 0.279933 -7.142648 -4.677052 -0.13 -0.02 -0.09
C 0.203771 -5.622754 -4.737367 0.13 -0.17 -0.02
C -0.847889 -5.022238 -3.797826 0.07 -0.05 -0.29
C -2.184176 -5.515556 -4.137047 0.34 0.20 0.29
N -3.213595 -5.939898 -4.400955 -0.38 -0.21 -0.18
H -0.660069 -7.601877 -4.988686 -0.05 0.06 0.07
H 1.062261 -7.506621 -5.337835 0.06 -0.04 0.04
H 0.509618 -7.485053 -3.666476 0.02 -0.01 0.00
H -0.013095 -5.312529 -5.762364 -0.02 0.07 0.01
H 1.179141 -5.208129 -4.475400 -0.02 0.06 0.02
H -0.838916 -3.936646 -3.874556 -0.11 0.03 0.10
H -0.632434 -5.289504 -2.762565 -0.03 0.01 0.03
C 0.500281 -1.367087 1.426941 0.10 -0.04 0.30
C 1.695467 -0.971048 2.288679 -0.31 -0.24 -0.23
C 1.472807 -1.180101 3.788939 0.04 0.10 -0.12
C 0.355966 -0.374306 4.286519 0.36 -0.28 -0.07
N -0.510156 0.267288 4.672415 -0.32 0.26 0.18
H -0.377548 -0.759788 1.650608 -0.01 -0.01 0.01
H 0.737977 -1.225347 0.380389 0.02 -0.02 -0.10
H 0.234636 -2.416435 1.574506 -0.02 0.01 0.00
H 1.935025 0.070736 2.107038 0.06 0.08 0.04
H 2.566983 -1.554077 1.988369 0.08 0.06 0.08
H 2.367721 -0.894302 4.344146 0.01 -0.02 0.03
H 1.261887 -2.229201 4.003666 -0.03 -0.01 0.02
C 4.333016 4.593031 3.188065 -0.06 -0.08 -0.23
C 3.850314 4.309105 1.769042 0.10 0.11 0.16
C 3.015893 3.028183 1.662860 0.16 0.11 -0.04
C 3.788526 1.853053 2.069015 -0.31 0.30 -0.12
N 4.374174 0.922368 2.386585 0.37 -0.29 0.16
H 4.992821 3.804980 3.551828 -0.02 -0.02 0.03
H 4.892116 5.525331 3.220286 0.00 0.03 0.02
H 3.496324 4.680331 3.881009 0.01 0.01 0.04
H 4.709739 4.237015 1.099244 -0.04 -0.03 -0.06
H 3.242096 5.144734 1.418518 -0.05 -0.06 -0.06
H 2.677282 2.872826 0.638350 -0.06 -0.04 0.00
H 2.132222 3.092316 2.299757 -0.02 -0.03 0.01
C 8.264604 7.922621 5.590459 0.00 0.00 -0.04
C 7.122224 8.548076 4.798563 0.19 -0.02 0.04
C 5.770709 8.436972 5.512892 0.11 -0.06 -0.16
C 5.402332 7.036968 5.730244 0.02 0.46 0.07
N 5.130169 5.938706 5.900185 -0.06 -0.40 0.13
H 8.109808 6.852717 5.733459 -0.04 0.00 0.03
H 9.209676 8.049957 5.063078 0.01 0.02 0.01
H 8.361790 8.387394 6.573310 0.00 -0.01 0.01
H 7.054712 8.070088 3.819742 -0.06 0.02 -0.02
H 7.336035 9.603905 4.624149 -0.08 0.02 -0.01
H 4.985541 8.908410 4.921770 -0.04 0.02 0.03
H 5.806983 8.937055 6.481472 -0.02 0.00 0.03
C 0.118422 -2.953007 6.925033 -0.02 0.05 -0.03
C 0.966725 -2.115570 7.873499 -0.11 -0.03 -0.15
C 1.882968 -2.959693 8.767093 -0.15 0.10 -0.04
C 1.113088 -3.870287 9.617244 0.32 0.24 -0.21
N 0.501965 -4.573231 10.282046 -0.25 -0.28 0.26
H -0.561327 -3.611471 7.466969 0.04 -0.03 0.03
H -0.487409 -2.304581 6.292662 0.00 -0.01 -0.02
H 0.746172 -3.570345 6.278117 -0.01 -0.02 0.01
H 0.314332 -1.503129 8.497431 0.04 0.02 0.04
H 1.586791 -1.429647 7.293404 0.05 0.02 0.06
H 2.481825 -2.318349 9.413816 0.05 -0.02 0.02
H 2.566148 -3.554474 8.159189 0.02 -0.02 0.00
C 3.104656 -5.152615 -8.423641 -0.01 0.03 0.02
C 3.849321 -4.271830 -7.427201 -0.12 -0.02 -0.16
C 4.814018 -5.063034 -6.536186 -0.15 0.08 -0.05
C 4.094980 -6.064533 -5.748053 0.27 0.32 -0.15
N 3.498423 -6.821148 -5.130782 -0.11 -0.33 0.23
H 2.478307 -5.886427 -7.914883 0.03 -0.02 0.02
H 2.453859 -4.548602 -9.054944 0.01 0.00 -0.02
H 3.800846 -5.688820 -9.071720 0.00 -0.01 0.00
H 3.128374 -3.744372 -6.800619 0.04 0.02 0.05
H 4.419161 -3.513208 -7.966422 0.06 0.01 0.06
H 5.333842 -4.396046 -5.848580 0.04 -0.03 0.03
H 5.564720 -5.574016 -7.140605 0.02 -0.01 -0.01
C -10.459089 2.229911 -3.427056 -0.03 -0.05 0.05
C -11.001540 2.782770 -2.112677 -0.06 -0.05 -0.24
C -9.978058 3.650420 -1.372665 -0.06 -0.16 -0.12
C -8.782783 2.871223 -1.050761 -0.26 0.22 -0.02
N -7.876510 2.216578 -0.798459 -0.03 0.24 0.66
H -9.597929 1.580157 -3.264133 0.04 0.04 0.00
H -11.222383 1.642083 -3.938049 0.00 0.01 -0.01
H -10.151333 3.037221 -4.094429 0.02 0.00 -0.01
H -11.305934 1.955184 -1.469312 0.01 0.03 0.06
H -11.894418 3.382770 -2.307049 0.02 0.04 0.07
H -10.399164 4.039708 -0.445046 0.02 0.04 0.01
H -9.683521 4.499920 -1.991187 0.00 0.02 -0.01